No. 1
This record from OMol25 describes an isolated ion of composition C3H7N2O2 and charge +1 in a non-equilibrium geometry. The level of theory is the ωB97M-V functional and the def2-TZVPD basis.

The geometry in XYZ format:
```
14
Properties=species:S:1:pos:R:3:nbo_charge:R:1
C -1.7549 -0.2353 0.0758 -0.402
N -0.3927 0.2780 0.2131 -0.330
C 0.1653 1.3708 -0.1843 0.348
N 1.5606 1.2356 -0.1378 -0.268
O 1.8954 -0.0184 0.4169 -0.322
C 0.7267 -0.8090 0.3849 0.500
O 0.5459 -1.8514 -0.4234 -0.637
H -2.1714 -0.1012 0.9709 0.230
H -1.7235 -1.2534 -0.3108 0.252
H -2.2637 0.2389 -0.6249 0.225
H -0.1926 2.2997 -0.4934 0.261
H 2.3916 1.7542 -0.0097 0.455
H 0.5045 -1.3723 1.4470 0.205
H 0.7087 -1.5365 -1.3242 0.485
```

For the HOMO-LUMO gap, the calculation gives 10.6 eV. Its HOMO energy is -14.8 eV. The largest force on an atom is 5.87 eV Å⁻¹. As for the spin multiplicity: 1. The relative energy (zero: lowest compared OMol25 entry of this formula, charge and spin) comes out at 73.28 kcal per mole. The net charge is +1.



No. 2
This record from OMol25 describes C33H35N7O2Se2Y as an isolated structure. The level of theory is the ωB97M-V functional and the def2-TZVPD basis.

The geometry in XYZ format:
```
80
Properties=species:S:1:pos:R:3:nbo_charge:R:1
Y -0.2057 -0.1476 -0.3151 1.805
C 3.8925 -1.5208 -2.6425 -0.088
O 3.4237 -2.4559 -1.6274 -0.429
C 2.4121 -1.8805 -1.0228 0.595
N 2.0666 -0.6864 -1.3524 -0.606
C 3.0720 -0.2359 -2.3784 -0.100
C 2.4876 0.3596 -3.6451 -0.025
C 3.1979 0.5666 -4.7515 -0.169
C 2.5622 1.0008 -6.0094 -0.211
C 1.2546 1.2199 -6.1225 -0.156
C 0.3309 1.1258 -4.9453 -0.253
C 1.0201 0.5907 -3.6568 -0.218
C 1.7715 -2.6499 0.0718 0.144
C 2.2803 -3.8480 0.5422 -0.162
C 1.6708 -4.4313 1.6469 -0.094
C 0.6043 -3.7888 2.2631 -0.176
C 0.1601 -2.5945 1.7221 0.214
N 0.7223 -2.0459 0.6396 -0.572
C -0.8887 -1.7628 2.3625 0.578
N -1.2095 -0.5895 1.9507 -0.608
C -2.1502 -0.0267 2.9802 -0.102
C -2.3979 -1.2379 3.9103 -0.088
O -1.4375 -2.2385 3.4544 -0.428
C -3.4266 0.5734 2.4214 -0.018
C -3.4676 0.7884 0.9490 -0.228
C -4.7737 1.3133 0.2787 -0.240
C -5.9225 1.4476 1.2337 -0.188
C -5.7821 1.2404 2.5405 -0.151
C -4.5186 0.7874 3.1509 -0.192
H 3.6821 -1.9592 -3.6156 0.223
H 4.9639 -1.4014 -2.5121 0.236
H 3.7028 0.5111 -1.8861 0.224
H 4.2662 0.3789 -4.7726 0.230
H 3.2040 1.1204 -6.8717 0.248
H 0.8286 1.5194 -7.0723 0.240
H -0.1907 2.0767 -4.8100 0.240
H 0.7289 1.1869 -2.7843 0.198
H 3.1349 -4.3027 0.0611 0.276
H 2.0424 -5.3677 2.0414 0.270
H 0.1313 -4.1941 3.1466 0.276
H -1.5862 0.7458 3.5116 0.236
H -3.3928 -1.6613 3.7905 0.222
H -2.1966 -1.0442 4.9593 0.237
H -2.5861 1.3548 0.6171 0.196
H -4.6546 2.2420 -0.2845 0.232
H -6.8758 1.7625 0.8269 0.239
H -6.6269 1.3848 3.2002 0.237
H -4.5234 0.5962 4.2185 0.229
N -4.1721 0.1896 -1.9751 -0.550
C -4.7933 0.0525 -0.6398 -0.041
C -3.5959 -0.5270 0.1609 -0.057
N -2.5019 -0.7040 -0.7753 -0.626
C -2.9234 -0.2869 -1.9311 0.422
C -1.8841 -0.3293 -2.9996 0.505
N -0.7382 -0.7947 -2.5996 -0.637
C 0.1729 -0.6896 -3.7280 -0.061
C -0.6374 -0.0967 -4.9143 -0.049
N -1.9444 0.1129 -4.2588 -0.564
H -4.7015 0.3532 -2.8171 0.439
H -5.7278 -0.5011 -0.6952 0.245
H -3.7698 -1.4176 0.7625 0.237
H 0.7213 -1.6151 -3.8975 0.235
H -0.7433 -0.6652 -5.8355 0.247
H -2.7890 0.3406 -4.7587 0.439
C -1.2731 4.0581 0.1838 -0.749
Se -0.3323 2.7844 -0.9504 0.288
C 1.5188 3.1889 -0.4354 -0.540
C 1.8052 3.0287 1.0433 -0.566
Se 1.6306 1.1983 1.7228 0.330
C 3.4751 0.6343 1.4634 -0.752
H -0.8572 5.0396 -0.0276 0.262
H -1.1794 3.8049 1.2353 0.233
H -2.3174 4.0352 -0.1168 0.255
H 1.6984 4.2167 -0.7529 0.265
H 2.1395 2.5359 -1.0514 0.234
H 1.1507 3.6468 1.6541 0.248
H 2.8291 3.3330 1.2624 0.266
H 4.0983 1.1835 2.1631 0.262
H 3.7857 0.8176 0.4386 0.219
H 3.5305 -0.4284 1.6894 0.239
```

For the HOMO-LUMO gap, the calculation gives 6.7 eV. Its HOMO energy is -15.6 eV. The largest force on an atom is 0.53 eV Å⁻¹. As for the spin multiplicity: 1. The relative energy (zero: lowest compared OMol25 entry of this formula, charge and spin) comes out at 0.00 kcal per mole. The net charge is +3.



No. 3
This record from OMol25 describes a 8-piece molecular cluster, C24H46F9N7O12S3 overall in a non-equilibrium geometry. The level of theory is the ωB97M-V functional and the def2-TZVPD basis.

The geometry in XYZ format:
```
101
Properties=species:S:1:pos:R:3:mulliken_spin:R:1
C -1.6873 3.1115 -5.2524 0.000
C -0.8926 2.0977 -6.1260 0.000
O -0.8009 2.2138 -7.3639 0.000
N -0.3619 1.0065 -5.1559 0.000
H -0.7753 1.1663 -4.2484 0.000
H -0.6191 0.0859 -5.4820 0.000
C 1.1838 1.0584 -4.9241 0.000
H -2.4423 2.6120 -4.6453 0.000
H -2.2768 3.9379 -5.6496 0.000
H -0.9677 3.5841 -4.5839 0.000
H 1.6411 0.9074 -5.9020 0.000
H 1.4830 0.2499 -4.2571 0.000
H 1.3594 2.0232 -4.4482 0.000
C -4.3423 -0.2220 -0.1656 0.000
C -5.7663 0.1107 -0.6006 0.000
O -6.0600 1.1706 -1.1453 0.000
N -6.7640 -1.0126 -0.2040 0.000
H -7.4284 -1.2257 -0.9342 0.000
H -6.1862 -1.8409 -0.2017 0.000
C -7.3445 -0.8217 1.1517 0.000
H -3.6624 0.4758 -0.6545 0.000
H -4.0648 -1.2298 -0.4746 0.000
H -4.3016 -0.2780 0.9222 0.000
H -7.8788 0.1280 1.1250 0.000
H -6.6666 -0.6692 1.9915 0.000
H -7.9726 -1.7055 1.2638 0.000
C 0.4345 -1.9878 6.0504 0.000
C 0.7987 -0.9738 4.9674 0.000
O 1.9182 -0.4931 4.7747 0.000
N -0.4745 -0.2729 4.4381 0.000
H -1.2576 -0.9081 4.4974 0.000
H -0.5236 0.5047 5.0807 0.000
C -0.3791 0.0895 2.8943 0.000
H -0.1642 -2.6778 5.4558 0.000
H -0.1305 -1.3374 6.7180 0.000
H 1.3340 -2.3933 6.5137 0.000
H -0.5719 -0.7762 2.2608 0.000
H 0.6226 0.5107 2.8082 0.000
H -1.1970 0.7903 2.7269 0.000
C -3.4638 -2.5712 -3.0200 0.000
C -2.9352 -4.0703 -2.7955 0.000
N -1.5254 -4.0450 -3.0387 0.000
C -0.9842 -4.0707 -4.3244 0.000
C 0.3278 -3.8111 -4.1755 0.000
N 0.6748 -3.7697 -2.8325 0.000
C -0.4641 -3.8407 -2.1301 0.000
C 1.9752 -3.5292 -2.3307 0.007
H -3.2077 -2.2202 -4.0197 0.000
H -3.0113 -1.8793 -2.3098 0.000
H -4.5370 -2.5071 -2.8404 0.000
H -3.3547 -4.7773 -3.5112 0.000
H -3.1526 -4.6073 -1.8722 0.000
H -1.6512 -4.0030 -5.1711 0.000
H 0.9753 -3.5140 -4.9873 0.000
H -0.5209 -3.5382 -1.0949 0.001
H 2.6895 -3.9980 -3.0076 -0.001
H 2.0572 -3.9442 -1.3262 -0.006
H 2.1567 -2.4545 -2.3126 0.000
C -0.5560 5.1295 1.1039 0.000
C 0.0753 3.8637 1.8018 0.000
N 1.4281 3.9969 2.3285 0.000
C 2.3554 4.8963 1.8737 0.001
C 3.5264 4.6474 2.5768 -0.001
N 3.3237 3.6392 3.5189 0.000
C 2.0013 3.2432 3.3018 0.000
C 4.3135 3.2004 4.4373 0.000
H -1.5728 4.7377 1.1317 0.000
H -0.2857 5.1614 0.0484 0.000
H -0.4415 6.0159 1.7277 0.000
H -0.0670 2.9511 1.2231 0.000
H -0.5202 3.6620 2.6921 0.000
H 2.1793 5.6484 1.1188 0.000
H 4.4907 5.1330 2.5477 0.000
H 1.5325 2.4749 3.8988 0.000
H 5.2855 3.0285 3.9751 0.000
H 4.1452 2.2249 4.8937 0.000
H 4.5132 3.8689 5.2748 0.000
C 4.6109 1.2867 0.4725 0.000
F 4.7803 0.1092 -0.0666 0.000
F 4.2854 2.1001 -0.5742 0.000
F 3.5535 1.3559 1.3194 0.000
S 6.2830 1.8701 1.3998 0.000
O 6.1475 3.3758 1.5589 0.000
O 6.2850 1.1460 2.6855 0.000
O 7.4348 1.4932 0.6062 0.000
C 1.3571 0.3071 -0.6936 0.000
F 1.5822 -0.2963 0.4680 0.000
F 1.7887 1.5551 -0.6135 0.000
F 1.9534 -0.2792 -1.7427 0.000
S -0.5241 0.4281 -1.1444 0.000
O -0.8670 -1.0357 -1.2223 0.000
O -1.2215 1.2440 -0.0514 0.000
O -0.6497 0.9639 -2.5316 0.000
C 2.0237 -3.2274 1.9195 -0.004
F 1.3199 -3.2836 3.0218 -0.003
F 1.2382 -2.8741 0.9067 -0.003
F 3.0574 -2.4031 2.0551 -0.002
S 2.6394 -5.0112 1.7021 -0.131
O 3.1755 -5.1094 0.3330 0.398
O 3.6778 -5.2053 2.6680 0.378
O 1.4794 -5.8913 1.9284 0.367
```

For the HOMO-LUMO gap (alpha / beta), the calculation gives 5.2 / 2.1 eV. Its HOMO energy (alpha / beta) is -13.0 / -13.0 eV. The largest force on an atom is 6.04 eV Å⁻¹. As for the spin multiplicity: 2. The net charge is +3.